# 1
ORCA calculation (the ωB97M-V functional and the def2-TZVPD basis) on a 2-piece molecular cluster, C3H3N3O overall.

**Lowest unoccupied orbital energy**: 0.50 eV
**SMILES**: N=C=CC=O.N#N
**Spin multiplicity**: 1
**Total charge**: 0
**Energy relative to the best compared isomer or geometry (same formula, charge and spin)**: 18.6 kcal per mole

Geometry (Å):
N (-1.226, 1.996, -1.631)
N (2.282, -0.380, 0.762)
C (-1.213, -0.341, 0.714)
C (1.160, -0.625, 0.374)
O (-1.123, 0.451, 1.628)
C (-0.075, -0.965, 0.030)
H (2.781, 0.409, 0.359)
N (-0.157, 1.765, -1.772)
H (-0.227, -1.669, -0.780)
H (-2.203, -0.641, 0.316)


# 2
ORCA calculation (the ωB97M-V functional and the def2-TZVPD basis) on a 2-piece molecular cluster, C3H3N3O overall.

**Lowest unoccupied orbital energy**: 0.53 eV
**SMILES**: N=C=CC=O.N#N
**Spin multiplicity**: 1
**Total charge**: 0
**Energy relative to the best compared isomer or geometry (same formula, charge and spin)**: 18.1 kcal per mole

Geometry (Å):
N (-0.824, -2.405, -0.117)
C (0.920, 0.589, -0.216)
H (1.749, 0.680, -0.905)
C (1.118, 0.089, 1.146)
C (-0.306, 0.933, -0.583)
N (-1.422, 1.331, -0.824)
H (-2.103, 0.667, -1.188)
O (0.220, -0.209, 1.908)
N (-1.608, -1.827, -0.630)
H (2.177, -0.008, 1.448)


# 3
ORCA calculation (the ωB97M-V functional and the def2-TZVPD basis) on one molecule with the formula C3H3N3O.

**Lowest unoccupied orbital energy**: -0.73 eV
**SMILES**: N=C=N/N=C\C=O
**Spin multiplicity**: 1
**Total charge**: 0
**Energy relative to the best compared isomer or geometry (same formula, charge and spin)**: 83.9 kcal per mole

Geometry (Å):
H (0.151, 1.869, -1.524)
H (-1.859, 0.663, -0.915)
H (0.566, -0.366, 2.953)
N (0.172, -1.535, 0.217)
C (-0.930, 0.125, -0.762)
N (0.772, 0.013, 2.034)
C (0.317, 0.807, -1.269)
N (-1.035, -1.074, -0.324)
C (0.492, -0.752, 1.123)
O (1.353, 0.250, -1.535)


# 4
ORCA calculation (the ωB97M-V functional and the def2-TZVPD basis) on one molecule with the formula C3H3N3O.

**Lowest unoccupied orbital energy**: -0.90 eV
**SMILES**: O/C=C1/C=NN=N1
**Spin multiplicity**: 1
**Total charge**: 0
**Energy relative to the best compared isomer or geometry (same formula, charge and spin)**: 81.7 kcal per mole

Geometry (Å):
C (1.251, 0.813, 0.091)
O (-2.306, -0.478, -0.083)
C (-1.279, 0.303, -0.020)
N (0.524, -1.340, 0.266)
H (1.335, 1.902, 0.006)
N (1.740, -1.237, -0.131)
N (2.332, 0.089, -0.123)
H (-1.734, 1.349, 0.094)
H (-1.937, -1.449, -0.255)
C (0.073, 0.050, 0.155)


Looking at frontier orbital gap for the records above, in order, we have 10.17, 10.21, 8.87, 8.78 eV.